# 1
ORCA calculation (the ωB97M-V functional and the def2-TZVPD basis) on C29H54BN7NiO6P2 as an isolated structure.

Its gap between HOMO and LUMO (alpha / beta) is 9.135 / 9.092 eV. As for the LUMO energy (alpha / beta): 0.44 / 0.41 eV. For the total energy, the calculation gives -4188.4405 Ha.

ORCA input file:
```
! wB97M-V def2-TZVPD RIJCOSX def2/J DEFGRID3
* xyz 0 3
O 1.579 -4.087 -0.646
H -1.747 1.406 -1.402
H -0.290 1.803 -4.989
H -0.641 -5.303 -0.174
H -2.780 -1.070 -4.979
C 0.446 4.102 -3.651
H -4.832 1.180 0.581
H 2.665 3.315 3.260
H 5.106 -2.351 -1.936
H -0.086 0.670 -3.645
N 1.317 1.332 0.041
C -1.184 -3.634 1.092
H 4.133 -3.844 -1.854
C -2.262 -3.258 2.116
C 2.143 2.807 2.446
H -4.662 -0.543 -1.765
C 0.252 1.622 -4.058
C 2.919 2.965 1.134
H 0.070 1.341 4.688
H -2.120 -0.783 4.844
C 4.543 -3.014 -1.274
H -1.351 -5.768 1.385
H -1.753 4.199 0.181
H -2.255 0.884 5.413
H 0.923 -0.971 5.110
N 0.471 1.380 -1.028
H 3.035 -1.399 -2.447
H -2.115 -2.240 2.485
C -2.770 -0.796 -2.824
H -2.556 0.274 -2.889
H -0.124 4.314 -4.557
C 0.749 2.475 -1.781
C -2.159 -2.583 -1.051
H -2.735 2.264 3.453
H -3.783 3.221 1.439
H 0.278 4.916 -2.945
H 2.248 4.060 -1.485
H 4.914 2.539 0.368
H -3.369 4.574 -0.430
C 4.366 2.508 1.309
N -1.270 1.105 0.791
C -2.262 -1.468 -4.104
C 0.583 -0.651 4.125
H -4.526 -2.057 -2.660
H 3.388 -5.204 0.718
C -1.222 -2.611 -0.006
C -4.325 1.862 -0.104
C -1.039 0.903 2.954
N -0.531 -1.469 -0.006
P 4.046 -0.696 0.228
C 3.433 -2.245 -0.570
H -3.871 1.269 -0.895
H -2.845 -3.367 -1.325
O 5.378 -1.142 1.005
H 4.852 3.181 2.020
H -1.133 -0.227 6.201
C 1.777 3.145 -1.167
H 2.969 4.032 0.896
H -0.218 -3.573 1.580
P 2.336 -3.365 0.421
O 4.361 0.191 -0.923
O 1.652 -2.538 1.470
C 2.091 2.408 -0.005
H -1.048 2.800 -2.842
H 1.132 3.212 2.369
Ni 1.033 -0.539 1.071
C -4.280 -0.993 -2.683
H -4.802 -0.547 -3.531
H 6.157 -0.837 0.524
C -3.268 2.695 0.630
H -2.231 -3.941 2.967
C 0.024 2.761 -3.062
H -1.190 -1.310 -4.240
N -0.542 0.516 1.791
H 1.316 1.534 -4.295
O 3.342 -4.359 1.181
C -1.400 -5.049 0.564
C -1.556 0.065 5.239
H 5.227 -3.416 -0.530
H 0.161 -1.522 3.619
O 3.037 -0.329 1.283
H 1.505 4.094 -3.916
H 1.474 -0.332 3.581
H 2.061 1.750 2.703
C -0.444 0.468 4.269
N 2.486 -1.753 -1.664
H -2.386 -5.152 0.102
H -2.376 3.370 -1.247
C -2.649 3.770 -0.269
H 1.887 -2.562 -1.909
H -5.075 2.513 -0.560
C -2.245 1.858 1.351
B -0.952 0.836 -0.729
H 4.417 1.501 1.712
C -2.122 1.762 2.723
H 1.891 -0.974 -1.362
H -2.437 -2.545 -4.063
C -2.038 -1.346 -1.636
N -1.057 -0.677 -0.991
H -3.259 -3.312 1.672
*
```



# 2
ORCA calculation (the ωB97M-V functional and the def2-TZVPD basis) on a 4-piece molecular cluster, C37H66BrN3O7P overall.

Its gap between HOMO and LUMO (alpha / beta) is 6.942 / 7.534 eV. As for the LUMO energy (alpha / beta): -1.42 / -1.42 eV. For the total energy, the calculation gives -5055.5058 Ha.

ORCA input file:
```
! wB97M-V def2-TZVPD RIJCOSX def2/J DEFGRID3
* xyz 0 4
C 6.389 1.357 3.123
C -11.622 1.231 -1.250
C -8.148 3.585 0.676
H 2.862 -2.049 -1.587
H 6.733 -0.946 0.543
O -8.669 0.113 0.175
P -5.574 -0.466 -0.107
H 5.559 2.952 -1.530
H -10.916 0.358 1.478
H -9.677 2.081 -1.672
H -11.162 0.303 -1.625
H -2.565 1.534 -3.126
H 1.943 2.540 -3.286
C 7.381 2.466 2.786
H 7.988 -0.020 1.375
H 8.244 2.851 -0.794
H 1.170 4.927 -2.598
H 8.353 2.042 2.519
H 3.041 2.961 -1.979
H 5.066 -1.054 3.108
C -8.792 2.450 0.442
C 2.319 -3.865 -0.533
H 0.183 -7.097 1.220
N 5.544 1.406 0.743
O -1.274 3.573 -1.602
H 1.440 0.581 -0.144
H 6.536 4.273 -0.888
C 1.206 4.609 -1.554
C 0.680 1.240 0.286
H 7.599 4.094 1.394
C 5.911 0.550 1.908
H 6.837 0.683 3.858
C 6.999 -0.459 1.484
H 3.436 -6.821 -1.992
C -0.696 0.915 -0.291
C -8.054 1.129 0.274
H 7.555 3.080 3.673
H 3.787 -6.812 0.375
O -6.058 4.449 1.227
H 0.923 -3.059 -2.002
H 2.267 1.411 -1.962
H -3.012 1.748 -1.428
H 1.758 -6.363 -1.848
H 7.108 -1.243 2.234
O -4.020 -0.036 0.359
C 3.163 -4.758 -1.450
C 1.963 -5.850 1.026
H 3.338 -6.350 2.661
C 7.733 2.031 -0.286
H 0.855 0.127 -2.408
H -12.651 1.979 0.546
O 3.390 -4.139 1.444
H -10.903 3.314 -1.380
H 4.219 -4.684 -1.171
H 0.370 3.330 0.651
C 2.270 -6.338 2.448
H 5.980 3.904 2.029
H -0.688 -0.619 -2.682
H 2.345 -7.751 0.066
H 4.325 -0.895 1.519
C -5.902 2.227 0.479
C -0.880 1.346 -1.753
C -6.649 3.504 0.816
C 0.448 -6.098 0.869
Br -5.406 -0.774 -2.327
H -4.091 0.384 1.233
H 2.198 4.847 -1.167
H -2.668 0.152 -2.040
H -11.638 -0.976 0.557
H 3.936 0.242 2.816
H 0.498 5.214 -0.987
H -8.659 4.542 0.771
C 2.746 -6.734 0.044
O 4.354 1.888 0.961
C -11.851 -0.009 1.033
C -0.173 0.343 -2.691
H -4.810 2.319 0.450
H -12.304 1.590 -2.040
H 3.918 -2.385 -0.238
H 2.048 2.891 0.417
H 1.914 -7.360 2.582
H -0.127 -5.384 1.462
C 0.937 3.105 -1.427
C 0.902 -3.717 -1.132
C 2.744 -6.224 -1.395
C 6.847 3.346 1.658
H 0.216 -3.274 -0.407
C -6.538 1.085 0.239
H 0.099 -6.050 -0.161
C -2.364 1.195 -2.107
H 0.475 -4.652 -1.486
C 5.827 3.489 -0.617
C 2.101 2.457 -2.209
C -10.541 2.330 -1.030
H -13.442 0.614 -0.266
H 4.936 3.992 -0.240
C -12.462 1.020 0.042
C 4.741 -0.333 2.357
H 7.493 1.281 -1.043
H 8.469 1.611 0.396
C 6.454 2.542 0.413
H -1.451 1.408 0.331
C 2.881 -2.441 -0.569
C 1.037 2.704 0.047
H 5.525 1.815 3.619
H 1.777 -5.713 3.196
N 2.251 -4.395 0.859
H -0.179 0.704 -3.722
O -10.154 2.494 0.355
H 2.285 -1.770 0.055
H 3.095 -4.400 -2.481
H -0.882 -0.158 -0.199
H 0.680 1.038 1.360
N -0.376 2.725 -2.025
H -12.571 -0.100 1.866
*
```



# 3
ORCA calculation (the ωB97M-V functional and the def2-TZVPD basis) on an isolated molecule of C3H4N2O.

Its gap between HOMO and LUMO is 8.626 eV. As for the LUMO energy: -0.40 eV. For the total energy, the calculation gives -301.3628 Ha.

ORCA input file:
```
! wB97M-V def2-TZVPD RIJCOSX def2/J DEFGRID3
* xyz 0 1
N -0.630 -0.978 -0.517
C 0.637 -1.151 -0.534
N 0.451 0.301 1.055
H 0.555 1.079 1.695
C 1.461 -0.248 0.412
H 1.084 -1.887 -1.197
C -0.792 0.231 0.267
O -0.733 1.331 -0.606
H -1.711 0.292 0.856
H -0.322 1.029 -1.431
*
```